1.
The following is a DFT calculation (the ωB97M-V functional and the def2-TZVPD basis) of C2H6ClNOS in the gas phase.

Frontier orbital gap (alpha / beta): 6.77 / 6.84 eV
Lowest unoccupied orbital energy (alpha / beta): 0.026 / -0.100 Ha
Spin multiplicity: 3

Each line ends with the Löwdin charge.
Positions of all 12 atoms, in Å:
C 0.69791 1.23762 0.23547  -0.035
C 0.32141 -1.12277 -0.47539  -0.316
N -0.24224 0.13050 -0.13236  -0.636
O 0.65210 -1.76118 0.75616  -0.051
S -1.78816 0.09251 0.39380  0.553
Cl -2.96424 0.96631 -1.07642  0.001
H 0.68346 1.76026 -0.62478  0.051
H 0.18235 1.70922 1.03231  0.067
H 1.60867 0.78986 0.49846  0.080
H 1.23863 -0.80388 -1.00434  0.140
H 0.12935 -1.38568 1.42321  0.022
H -0.51925 -1.61277 -1.02611  0.124

Forces on the atoms, in the same order (eV/Å):
C -2.79 -2.62 1.02
C -0.68 0.70 1.22
N 0.26 1.06 -0.53
O 1.96 -1.85 -2.17
S 1.60 -1.69 3.42
Cl -2.45 1.95 -3.03
H 0.79 2.59 -2.47
H 0.28 1.07 0.90
H 1.34 -0.25 0.53
H -0.38 -1.27 -0.26
H -1.33 0.78 1.42
H 1.38 -0.47 -0.06

2.
The following is a DFT calculation (the ωB97M-V functional and the def2-TZVPD basis) of a molecular structure, C2H6CoFO2.

Frontier orbital gap (alpha / beta): 8.54 / 7.68 eV
Lowest unoccupied orbital energy (alpha / beta): -0.134 / -0.341 Ha
Charge: +1
Spin multiplicity: 6

Each line ends with the Löwdin charge.
Positions of all 12 atoms, in Å:
C -0.24294 -0.14123 1.75377  -0.030
O 0.28596 -0.13840 0.44321  -0.360
C -0.11225 0.94494 -0.41480  -0.252
O 0.74994 0.86227 -1.47197  -0.063
Co 1.84925 -0.57436 -0.71099  0.975
H 0.15274 -1.02587 2.26253  0.118
H 0.06571 0.76592 2.29449  0.116
H -1.34052 -0.19257 1.71852  0.119
H -0.01384 1.88638 0.15698  0.190
H -1.16774 0.79167 -0.70574  0.192
H -0.09783 -1.06741 -2.66703  0.148
F -0.12848 -2.11134 -2.65897  -0.153

Forces on the atoms, in the same order (eV/Å):
C -0.52 -0.02 1.48
O -0.32 0.72 -1.00
C 0.43 -0.89 0.35
O -1.38 0.93 0.47
Co 1.54 -1.32 -0.10
H -0.14 0.25 -0.17
H -0.03 -0.28 -0.17
H 0.34 -0.06 -0.04
H 0.00 0.24 -0.44
H 0.08 0.27 -0.28
H -0.36 -4.66 -0.47
F 0.36 4.84 0.36

3.
The following is a DFT calculation (the ωB97M-V functional and the def2-TZVPD basis) of a molecular structure, C2H6CsO3.

Frontier orbital gap: 4.44 eV
Lowest unoccupied orbital energy: 0.067 Ha
Charge: -1

Each line ends with the Löwdin charge.
Positions of all 12 atoms, in Å:
O 1.37861 -0.57478 0.85877  -0.472
Cs -0.92884 -2.74393 0.56525  0.922
O -2.16477 -0.27981 1.93005  -0.572
C 1.77800 0.41670 -0.00401  -0.588
C 0.80618 0.63936 -1.17095  -0.157
H 1.88792 1.39934 0.52096  0.075
H 2.79090 0.23782 -0.44454  0.065
H -0.20771 0.85545 -0.79299  0.060
H 1.12379 1.47169 -1.81929  0.044
H 0.74178 -0.25707 -1.81164  0.042
O -3.44367 -0.91326 1.39543  -0.418
H -3.76219 -0.25151 0.77296  -0.001

Forces on the atoms, in the same order (eV/Å):
O 0.05 -0.23 -0.80
Cs 0.17 1.65 0.59
O -0.60 -0.82 -0.58
C -0.25 -0.60 0.82
C -0.30 0.10 -0.26
H -0.08 0.00 -0.12
H 0.01 -0.02 -0.11
H 0.34 -0.08 -0.01
H -0.03 -0.01 0.05
H 0.06 0.07 0.19
O 0.42 -0.18 0.10
H 0.21 0.13 0.12

4.
The following is a DFT calculation (the ωB97M-V functional and the def2-TZVPD basis) of 2 unconnected molecules or ions with the total composition C2H6F2Si.

Frontier orbital gap: 11.08 eV
Lowest unoccupied orbital energy: 0.002 Ha

Each line ends with the Löwdin charge.
Positions of all 11 atoms, in Å:
C 0.24108 1.09722 1.20211  -0.196
C 0.49781 -1.10665 -1.27814  -0.146
F -2.11915 1.27271 -0.71201  -0.528
F -1.18508 -1.37331 1.06181  -0.155
Si -0.46948 -0.24048 0.11081  0.788
H 0.28954 0.80606 2.23117  0.007
H 1.27638 1.45941 0.94764  0.043
H -0.47274 2.06846 1.04866  0.097
H 1.54501 -1.01996 -1.22122  0.014
H 0.27190 -2.18376 -1.15243  0.044
H 0.12473 -0.77970 -2.23839  0.033

Forces on the atoms, in the same order (eV/Å):
C -0.61 2.63 -1.46
C -2.38 -0.57 0.85
F 2.61 -2.75 1.11
F 0.53 1.28 -1.31
Si -1.67 1.57 0.03
H -0.32 -0.20 0.65
H -0.98 -0.57 -0.14
H 1.57 -2.48 0.50
H 1.28 0.56 0.23
H -0.05 0.47 -0.18
H 0.01 0.07 -0.29

5.
The following is a DFT calculation (the ωB97M-V functional and the def2-TZVPD basis) of C2H6FN3 in the gas phase.

Frontier orbital gap: 9.97 eV
Lowest unoccupied orbital energy: 0.027 Ha

Each line ends with the Löwdin charge.
Positions of all 12 atoms, in Å:
H -1.96906 -0.78138 -0.17166  0.078
N -1.07988 -1.02118 -0.67575  0.130
C -0.17491 -0.31791 -0.30585  -0.502
C -0.41584 0.46749 0.98670  -0.178
F -1.71344 0.38537 1.42706  -0.038
N 0.98093 -0.06729 -1.11634  -0.134
N 2.21536 0.33051 -0.60362  -0.089
H 0.33762 -0.05323 1.77549  0.165
H -0.15533 1.47856 0.60539  0.118
H 0.99185 -0.38591 -2.21688  0.202
H 2.90262 -0.54664 0.00568  0.198
H 2.04283 1.22841 -0.15675  0.049

Forces on the atoms, in the same order (eV/Å):
H 1.19 -0.95 -0.33
N -4.67 -2.53 -2.44
C 2.66 2.15 0.72
C 3.54 -0.54 0.21
F 0.56 0.04 -0.23
N -0.40 -1.30 -2.00
N 1.73 -2.67 1.24
H -1.81 1.88 -1.41
H -0.25 -0.01 1.48
H -0.36 0.79 4.17
H -3.14 3.69 -1.97
H 0.93 -0.56 0.56

6.
The following is a DFT calculation (the ωB97M-V functional and the def2-TZVPD basis) of a molecular structure, C2H6FNO4S2.

Frontier orbital gap (alpha / beta): 8.16 / 8.16 eV
Lowest unoccupied orbital energy (alpha / beta): -0.077 / -0.077 Ha

Each line ends with the Löwdin charge.
Positions of all 16 atoms, in Å:
C -1.98211 1.27470 0.54766  -0.152
C 2.12561 -1.08500 -0.23524  -0.107
N -0.39964 -0.54887 -1.52818  -0.185
O -3.24169 0.06710 -1.31686  -0.362
O -0.22961 0.62220 -1.29210  -0.130
O 0.16780 -2.75736 -0.26445  -0.285
O -0.10151 -0.57713 0.98950  -0.384
F -3.34692 -0.79030 0.93058  -0.315
S -2.29741 -0.29270 -0.31611  0.945
S 0.36468 -1.34365 -0.17284  0.633
H -1.52555 1.83905 -0.13033  -0.005
H -2.99893 1.54248 0.85417  0.084
H -1.32638 1.15194 1.42860  0.075
H 2.64335 -1.64340 -1.02546  0.091
H 2.45214 -0.16506 -0.56826  0.039
H 2.39379 -1.23306 0.75985  0.056

Forces on the atoms, in the same order (eV/Å):
C -1.14 -2.52 3.28
C -0.53 -0.82 -2.42
N 0.49 1.18 -0.81
O -0.45 0.19 -1.54
O 0.81 0.79 -1.70
O -0.40 0.21 -0.19
O 1.24 -1.38 -0.96
F 1.35 -0.14 -0.84
S -3.71 -0.39 3.16
S 1.06 -1.30 3.38
H 1.38 2.95 -2.56
H 0.31 0.22 -0.42
H -0.57 -0.08 -0.58
H -0.51 -1.09 0.72
H -0.11 2.80 -0.03
H 0.78 -0.60 1.52

7.
The following is a DFT calculation (the ωB97M-V functional and the def2-TZVPD basis) of a gas-phase ion, C2H6IN2 (charge +1).

Frontier orbital gap: 9.34 eV
Lowest unoccupied orbital energy: -0.160 Ha
Charge: +1

Each line ends with the Löwdin charge.
Positions of all 11 atoms, in Å:
N 0.17141 -0.18815 0.94972  0.116
C -0.21549 0.28396 -0.40347  -0.191
C 0.44825 -0.65465 -1.35676  -0.208
N 1.41874 -1.37650 -0.74877  -0.523
I 2.45701 -2.77847 -1.79887  0.910
H 0.10036 0.63995 1.52984  0.158
H 1.05101 -0.80013 0.48331  0.092
H -0.53851 -0.87763 1.18672  0.158
H -1.31846 0.24962 -0.73321  0.159
H 0.15674 1.42348 -0.59295  0.196
H 0.15277 -0.60164 -2.42181  0.134

Forces on the atoms, in the same order (eV/Å):
N -1.54 0.38 -1.63
C -1.13 2.47 -2.26
C 3.72 -1.66 1.37
N -3.70 2.14 -2.74
I -0.03 0.19 0.20
H 0.72 -0.41 0.78
H 0.88 -0.15 1.17
H 0.10 0.01 0.70
H 1.33 0.25 1.34
H -0.83 -2.75 0.48
H 0.48 -0.48 0.59

8.
The following is a DFT calculation (the ωB97M-V functional and the def2-TZVPD basis) of a molecular structure, C2H6IN4.

Frontier orbital gap: 8.16 eV
Lowest unoccupied orbital energy: -0.199 Ha
Charge: +1

Each line ends with the Löwdin charge.
Positions of all 13 atoms, in Å:
C -0.28972 0.01355 1.26015  -0.393
C -1.28634 -0.54621 0.27613  -0.081
N -0.18392 -0.09112 2.43847  0.215
N 0.59586 0.81428 0.42506  0.128
N -0.93503 0.10615 -0.93164  -0.013
N 0.03721 0.79141 -0.76160  -0.077
I 0.60245 -1.48063 -2.90992  0.350
H -1.29156 -1.67298 0.08919  0.162
H -2.38815 -0.36655 0.62514  0.192
H 0.66057 0.22264 2.92722  0.107
H 1.58487 1.16895 0.69767  0.236
H 0.52613 1.32839 -1.51976  0.188
H 2.36762 -0.28788 -2.61611  -0.016

Forces on the atoms, in the same order (eV/Å):
C 0.87 0.62 -3.36
C -1.93 -0.98 1.41
N 0.41 -1.40 5.06
N 1.73 0.12 2.07
N -2.68 0.00 -1.70
N 2.64 2.01 -1.04
I 3.45 1.33 -0.27
H 0.47 1.34 0.39
H 1.89 0.07 -0.92
H -0.61 0.29 -0.25
H -2.42 -0.70 -1.17
H -0.93 -0.64 0.30
H -2.89 -2.05 -0.52

9.
The following is a DFT calculation (the ωB97M-V functional and the def2-TZVPD basis) of a molecular structure, C2H6INO2S2.

Frontier orbital gap (alpha / beta): 7.58 / 7.17 eV
Lowest unoccupied orbital energy (alpha / beta): -0.054 / -0.046 Ha

Each line ends with the Löwdin charge.
Positions of all 14 atoms, in Å:
C -1.24320 0.35821 -0.06485  -0.272
C 0.08026 0.46678 0.61432  -0.508
N 3.27515 0.16408 -1.37735  -0.623
O -3.30198 -0.46817 0.41323  -0.050
O -2.01556 -0.37535 0.94880  -0.193
S 0.89928 -1.17293 0.63253  0.279
S 0.85955 -1.74147 -1.16155  0.226
I 3.75504 0.27605 0.45376  0.855
H -1.00749 -0.27865 -0.96706  0.054
H -1.69263 1.32954 -0.11067  0.121
H 0.00437 0.71245 1.63391  0.065
H 0.66210 1.15340 -0.02251  0.080
H 3.59662 -0.64058 -1.80580  -0.143
H -3.87150 0.21665 0.81324  0.107

Forces on the atoms, in the same order (eV/Å):
C 0.37 -1.92 1.79
C 0.77 -0.29 -1.78
N -1.73 2.48 -0.70
O -1.51 -0.63 -0.60
O 0.45 0.87 -0.92
S -0.24 0.30 1.53
S 0.49 -0.49 -1.49
I 0.74 -0.07 1.30
H -1.27 1.09 0.42
H -0.29 0.46 -0.94
H 0.00 0.82 1.23
H 0.30 -0.17 0.67
H 1.17 -2.39 -0.77
H 0.76 -0.08 0.25

10.
The following is a DFT calculation (the ωB97M-V functional and the def2-TZVPD basis) of C2H6INOS in the gas phase.

Frontier orbital gap (alpha / beta): 7.38 / 7.37 eV
Lowest unoccupied orbital energy (alpha / beta): -0.063 / -0.063 Ha

Each line ends with the Löwdin charge.
Positions of all 12 atoms, in Å:
C 1.03235 1.18063 0.45792  -0.196
C -0.31371 0.56813 0.44450  -0.392
S -0.33346 -0.96916 -0.60386  0.365
N -2.15831 -1.29181 -0.51609  -0.207
O 0.26069 -0.64943 -1.86499  -0.453
I 1.15874 -2.72495 0.46305  0.447
H 1.64760 0.67909 1.25418  0.076
H 1.62471 1.42056 -0.50661  0.115
H 0.95725 2.19449 0.95413  0.091
H -1.12480 1.05899 -0.19471  0.109
H -0.65822 0.31137 1.50993  0.129
H -2.09285 -1.77790 -1.39744  -0.084

Forces on the atoms, in the same order (eV/Å):
C 2.21 2.25 1.03
C -1.37 -1.09 -0.37
S -5.45 -0.12 2.18
N 5.81 0.92 0.13
O 0.50 -0.08 -0.85
I -0.45 0.64 -0.20
H -0.13 0.01 -1.25
H -1.28 -1.04 1.42
H -0.28 -0.76 -0.63
H 1.08 -0.23 1.25
H 0.19 0.28 -1.84
H -0.84 -0.76 -0.88

Strongest force on any atom for every record listed, in sequence, given in eV/A: 4.4, 4.9, 1.8, 3.9, 5.8, 4.9, 5.1, 5.3, 3.1, 5.9.